Here is C37H37AgN3O6S3 as an isolated structure in a non-equilibrium geometry from the Open Molecules 2025 dataset. Energies are from ωB97M-V/def2-TZVPD.

Last column: Löwdin charge in e.
Geometry (Å):
Ag 1.041 0.676 0.137  0.771
C 0.651 1.486 4.737  -0.046
C 0.763 1.923 3.300  -0.297
N 1.337 1.127 2.445  0.014
N 1.923 0.059 2.965  0.023
C 2.006 -1.064 2.253  -0.498
O 1.204 -1.408 1.354  -0.073
C 3.104 -1.970 2.704  -0.131
C 3.605 -2.944 1.847  -0.012
C 4.648 -3.762 2.251  -0.087
C 5.199 -3.625 3.516  -0.116
C 4.709 -2.650 4.375  -0.103
C 3.675 -1.824 3.969  -0.037
C 0.342 3.247 2.875  -0.257
C -0.561 4.022 3.630  -0.045
C -0.868 5.307 3.231  -0.102
C -0.289 5.812 2.076  -0.100
C 0.546 4.963 1.358  -0.172
N 0.853 3.730 1.725  0.114
H 0.405 0.425 4.759  0.071
H -0.090 2.043 5.304  0.048
H 1.626 1.605 5.219  0.081
H 3.182 -3.035 0.858  0.083
H 5.039 -4.510 1.572  0.096
H 6.012 -4.269 3.827  0.089
H 5.146 -2.537 5.360  0.090
H 3.292 -1.046 4.613  0.098
H -1.026 3.617 4.516  0.093
H -1.566 5.902 3.809  0.098
H -0.473 6.826 1.748  0.089
H 1.010 5.315 0.441  0.105
O -1.420 1.514 0.645  -0.548
S -2.130 2.813 0.676  0.988
C -2.238 3.598 -0.993  -0.307
C -3.229 3.115 -2.034  -0.231
C -2.934 1.748 -2.657  -0.216
C -1.780 1.718 -3.658  -0.286
S -0.113 1.096 -3.018  1.012
O 0.035 1.879 -1.755  -0.565
C -0.831 -0.543 -2.724  -0.386
C -0.922 -1.368 -3.837  -0.094
C -1.502 -2.620 -3.728  -0.087
C -2.020 -3.040 -2.509  -0.094
C -1.895 -2.228 -1.393  -0.063
C -1.284 -0.984 -1.494  -0.079
C -3.870 2.346 0.849  -0.367
C -4.861 3.318 0.861  -0.103
C -6.180 2.948 1.071  -0.089
C -6.498 1.614 1.294  -0.096
C -5.498 0.652 1.310  -0.074
C -4.178 1.018 1.091  -0.062
H -1.215 3.494 -1.349  0.064
H -2.436 4.642 -0.737  0.083
H -3.257 3.870 -2.829  0.114
H -4.229 3.074 -1.597  0.092
H -3.843 1.422 -3.170  0.115
H -2.740 1.034 -1.854  0.092
H -1.580 2.720 -4.048  0.083
H -2.007 1.061 -4.498  0.073
H -0.530 -1.027 -4.789  0.112
H -1.560 -3.268 -4.594  0.099
H -2.510 -4.003 -2.428  0.096
H -2.276 -2.556 -0.434  0.107
H -1.169 -0.364 -0.616  0.073
H -4.593 4.356 0.696  0.113
H -6.960 3.699 1.062  0.100
H -7.529 1.332 1.468  0.097
H -5.752 -0.383 1.499  0.103
H -3.374 0.293 1.106  0.107
C 2.810 -6.227 -3.324  -0.066
C 2.946 -4.816 -2.812  -0.290
C 2.145 -4.330 -1.784  -0.039
C 2.258 -3.017 -1.349  -0.072
C 3.201 -2.183 -1.927  -0.245
C 4.013 -2.655 -2.945  -0.056
C 3.889 -3.964 -3.382  -0.053
S 3.181 -0.416 -1.599  0.462
O 3.318 -0.163 -0.179  -0.341
O 4.236 0.158 -2.407  -0.330
O 1.828 -0.132 -2.118  -0.458
H 2.069 -6.789 -2.757  0.067
H 3.767 -6.749 -3.268  0.073
H 2.500 -6.220 -4.371  0.074
H 1.416 -4.984 -1.318  0.108
H 1.621 -2.633 -0.558  0.094
H 4.734 -1.977 -3.382  0.104
H 4.529 -4.331 -4.177  0.106

Results
HOMO level: -4.21 eV
energy relative to the best compared isomer or geometry (same formula, charge and spin): 27.0 kcal/mol
gap between HOMO and LUMO: 6.3169 eV
charge: -1

Here is C23H61O8Zn as an isolated structure in a non-equilibrium geometry from the Open Molecules 2025 dataset. Energies are from ωB97M-V/def2-TZVPD.

Last column: Löwdin charge in e.
Geometry (Å):
Zn -2.631 2.197 -0.843  1.152
C 0.659 -0.350 0.393  -0.063
C -0.523 0.387 0.948  -0.376
O -1.236 1.143 0.004  -0.374
H 1.082 -0.975 1.183  0.061
H 1.440 0.213 -0.117  0.078
H 0.318 -1.134 -0.287  0.053
H -0.230 1.045 1.776  0.103
H -1.193 -0.352 1.400  0.115
C 4.265 0.523 4.893  -0.044
C 3.707 0.408 3.494  -0.486
C 4.779 0.626 2.448  -0.058
O 3.021 -0.837 3.363  -0.059
H 5.161 -0.101 4.922  0.088
H 3.625 0.147 5.689  0.085
H 4.515 1.569 5.069  0.087
H 2.939 1.179 3.361  0.124
H 4.968 1.704 2.507  0.081
H 4.487 0.429 1.415  0.071
H 5.769 0.191 2.587  0.086
H 2.222 -0.655 2.865  0.063
C -5.616 1.866 4.596  -0.042
C -4.786 2.057 3.320  -0.469
C -4.597 0.809 2.451  -0.062
O -5.327 3.059 2.448  -0.047
H -5.094 1.211 5.290  0.085
H -6.629 1.499 4.425  0.084
H -5.743 2.853 5.042  0.085
H -3.808 2.310 3.741  0.133
H -3.753 0.776 1.761  0.047
H -5.531 0.594 1.927  0.072
H -4.535 -0.083 3.082  0.087
H -4.630 3.367 1.865  0.067
C -5.550 -0.926 -0.903  -0.015
C -4.182 -0.299 -1.125  -0.417
C -3.765 -0.467 -2.582  -0.064
O -4.271 1.121 -0.914  -0.114
H -5.557 -1.978 -1.181  0.104
H -6.381 -0.418 -1.398  0.101
H -5.790 -0.879 0.161  0.077
H -3.376 -0.821 -0.611  0.151
H -4.334 0.105 -3.322  0.098
H -3.945 -1.465 -2.986  0.094
H -2.695 -0.284 -2.695  0.057
H -5.048 1.491 -1.358  0.140
C 1.264 0.249 -5.639  -0.047
C 1.528 1.456 -4.747  -0.518
C 1.672 1.092 -3.260  -0.051
O 2.555 2.257 -5.244  -0.023
H 1.966 -0.538 -5.346  0.078
H 1.435 0.424 -6.700  0.087
H 0.269 -0.168 -5.482  0.069
H 0.620 2.064 -4.892  0.124
H 2.011 1.888 -2.588  0.059
H 2.500 0.382 -3.212  0.086
H 0.706 0.872 -2.802  0.064
H 2.717 3.015 -4.678  0.092
C -0.987 -2.307 -2.405  -0.077
C 0.068 -2.862 -3.349  -0.443
C 1.438 -2.993 -2.583  -0.031
O -0.393 -4.139 -3.807  -0.037
H -0.967 -2.847 -1.454  0.089
H -2.024 -2.420 -2.715  0.054
H -0.849 -1.246 -2.177  0.050
H 0.173 -2.188 -4.201  0.113
H 1.870 -2.003 -2.421  0.057
H 2.184 -3.385 -3.277  0.082
H 1.327 -3.632 -1.712  0.072
H -0.761 -4.011 -4.685  0.090
C 2.045 3.374 1.012  -0.022
C 0.804 4.173 0.630  -0.448
C 0.457 4.003 -0.856  -0.075
O -0.409 3.797 1.295  -0.077
H 1.717 2.340 0.855  0.059
H 2.313 3.473 2.060  0.087
H 2.785 3.556 0.235  0.092
H 0.874 5.240 0.842  0.144
H 1.259 4.314 -1.530  0.083
H -0.451 4.576 -1.068  0.070
H 0.225 2.983 -1.179  0.038
H -0.485 2.837 1.200  0.018
C 3.746 -3.028 0.814  -0.045
C 2.802 -3.741 1.763  -0.505
C 2.398 -5.172 1.424  -0.044
O 3.277 -3.781 3.106  -0.044
H 3.214 -2.594 -0.039  0.060
H 4.645 -3.552 0.490  0.087
H 4.058 -2.086 1.273  0.053
H 1.900 -3.114 1.716  0.109
H 1.746 -5.561 2.202  0.081
H 3.286 -5.775 1.232  0.085
H 1.826 -5.228 0.494  0.066
H 3.443 -2.848 3.299  0.050

Results
HOMO level: -11.35 eV
energy relative to the best compared isomer or geometry (same formula, charge and spin): 73.8 kcal/mol
gap between HOMO and LUMO: 4.6426 eV
charge: +1

Here is a 2-piece molecular cluster, C5H12NPS2 overall in a non-equilibrium geometry from the Open Molecules 2025 dataset. Energies are from ωB97M-V/def2-TZVPD.

Last column: Löwdin charge in e.
Geometry (Å):
C -0.606 0.614 1.929  -1.041
C 0.075 -1.666 -1.329  -0.220
C 1.203 1.826 -1.810  -0.173
C -0.130 -1.243 0.130  -0.441
C 1.114 1.288 -0.330  -0.471
N -1.362 -0.244 2.563  -0.020
P -0.540 0.571 0.070  0.912
S 0.524 1.519 2.828  0.520
S -3.834 -1.379 0.816  0.272
H 1.089 -1.477 -1.722  0.063
H -0.037 -2.789 -1.552  0.087
H -0.600 -1.224 -2.089  0.062
H 0.537 2.718 -2.070  0.091
H 2.346 1.916 -2.127  0.107
H 0.938 0.969 -2.375  0.002
H 0.827 -1.371 0.713  0.104
H -1.150 -1.683 0.373  0.017
H 1.130 2.175 0.322  0.011
H 1.934 0.492 -0.003  0.120
H -2.104 -0.768 2.086  -0.098
H -1.355 -0.245 3.576  0.095

Results
HOMO level (spin up / spin down): -7.94 / -7.94 eV
energy relative to the best compared isomer or geometry (same formula, charge and spin): 89.2 kcal/mol
gap between HOMO and LUMO (spin up / spin down): 4.3534 / 4.3939 eV
charge: 0

Here is a 2-piece molecular cluster, C42H37N7O5 overall in a non-equilibrium geometry from the Open Molecules 2025 dataset. Energies are from ωB97M-V/def2-TZVPD.

Last column: Löwdin charge in e.
Geometry (Å):
N -2.175 4.442 -1.913  0.174
C -1.045 4.563 -1.637  -0.172
C 0.326 4.747 -1.231  -0.194
C 1.309 3.722 -1.391  0.096
C 2.618 4.032 -0.996  -0.071
N 3.731 3.215 -0.770  -0.124
O 3.946 2.014 -0.830  0.077
O 4.728 4.040 -0.239  0.055
N 4.283 5.322 -0.049  0.148
C 2.998 5.293 -0.502  -0.150
C 1.997 6.290 -0.273  -0.064
N 2.275 7.546 0.397  -0.307
O 3.426 8.020 0.422  0.087
O 1.292 8.121 0.930  0.046
C 0.677 5.970 -0.604  0.080
H 1.095 2.803 -1.915  0.108
H -0.093 6.713 -0.389  0.139
C 3.432 1.174 3.265  -0.038
C 1.986 0.889 2.978  -0.243
C 1.390 -0.325 3.348  0.016
C 0.140 -0.712 2.829  -0.175
C -0.567 -1.950 3.310  -0.024
C -0.378 0.118 1.825  -0.138
N -1.111 -0.427 0.714  0.150
C -2.353 -1.033 0.724  -0.206
C -3.260 -0.844 1.830  -0.165
C -4.093 -1.920 2.203  -0.020
C -4.902 -1.790 3.328  -0.072
C -4.918 -0.585 4.046  -0.071
C -4.155 0.511 3.622  -0.059
C -3.335 0.394 2.504  -0.006
N -2.587 -1.661 -0.405  0.221
N -1.447 -1.457 -1.193  0.071
C -1.540 -1.937 -2.549  -0.087
C -2.662 -1.510 -3.285  -0.196
C -3.468 -0.328 -2.856  -0.037
C -3.022 -2.231 -4.426  0.002
C -2.288 -3.348 -4.846  -0.258
C -2.791 -4.225 -5.954  -0.051
C -1.116 -3.674 -4.167  -0.002
C -0.723 -2.987 -3.019  -0.172
C 0.508 -3.428 -2.313  -0.026
C -0.536 -0.770 -0.490  -0.059
C 0.710 -0.104 -0.912  -0.312
O 0.709 1.133 -1.122  -0.031
C 1.950 -0.888 -1.000  -0.236
C 2.895 -0.508 -2.065  -0.079
C 2.321 -1.759 0.092  -0.189
C 1.400 -2.644 0.690  -0.077
C 1.784 -3.494 1.726  -0.107
C 3.085 -3.448 2.224  -0.116
C 4.020 -2.598 1.632  -0.103
C 3.663 -1.783 0.570  -0.028
C -0.002 1.459 1.717  -0.198
C -0.806 2.469 0.975  -0.044
C 1.190 1.846 2.335  0.017
H 3.895 1.715 2.430  0.077
H 3.541 1.799 4.162  0.086
H 3.993 0.241 3.422  0.079
H 1.901 -0.997 4.043  0.127
H -0.757 -2.681 2.513  0.075
H 0.049 -2.444 4.069  0.089
H -1.534 -1.697 3.767  0.082
H -4.056 -2.834 1.606  0.121
H -5.535 -2.625 3.641  0.109
H -5.542 -0.491 4.939  0.107
H -4.206 1.464 4.148  0.111
H -2.762 1.247 2.141  0.100
H -4.262 -0.178 -3.595  0.081
H -3.938 -0.470 -1.875  0.071
H -2.867 0.591 -2.823  0.093
H -3.908 -1.927 -4.993  0.124
H -2.048 -4.988 -6.199  0.075
H -3.712 -4.739 -5.649  0.089
H -3.020 -3.651 -6.857  0.083
H -0.498 -4.505 -4.517  0.121
H 1.102 -4.074 -2.970  0.092
H 1.139 -2.569 -2.071  0.056
H 0.318 -3.980 -1.385  0.091
H 3.620 -1.321 -2.224  0.090
H 2.381 -0.286 -3.015  0.091
H 3.433 0.407 -1.781  0.039
H 0.379 -2.667 0.297  0.089
H 1.056 -4.187 2.151  0.102
H 3.368 -4.086 3.068  0.097
H 5.047 -2.574 2.001  0.102
H 4.382 -1.107 0.098  0.113
H -1.413 3.086 1.653  0.100
H -0.123 3.141 0.453  0.043
H -1.454 2.024 0.216  0.085
H 1.516 2.889 2.242  0.131

Results
HOMO level: -6.10 eV
energy relative to the best compared isomer or geometry (same formula, charge and spin): 33.5 kcal/mol
gap between HOMO and LUMO: 4.0333 eV
charge: 0

Here is C4H10N2O2S as an isolated structure from the Open Molecules 2025 dataset. Energies are from ωB97M-V/def2-TZVPD.

Last column: Löwdin charge in e.
Geometry (Å):
C -0.896 -1.616 -0.696  0.018
C 2.427 0.757 0.657  -0.332
C 3.094 1.011 -0.654  -0.084
C -2.750 -1.481 0.771  -0.107
N 1.577 1.464 1.246  0.073
N -1.612 -0.959 0.094  -0.203
O -0.848 1.372 -1.178  -0.472
O -3.003 1.392 -0.029  -0.460
S -1.567 1.246 0.072  0.789
H -0.080 -1.109 -1.189  0.074
H -1.064 -2.669 -0.924  0.096
H 2.725 -0.162 1.161  0.094
H 2.960 0.148 -1.304  0.069
H 4.165 1.147 -0.498  0.073
H 2.683 1.893 -1.140  0.074
H -3.041 -2.474 0.424  0.089
H -2.533 -1.504 1.839  0.098
H -3.562 -0.767 0.615  0.072
H 1.325 2.310 0.733  0.039

Results
HOMO level: -9.60 eV
energy relative to the best compared isomer or geometry (same formula, charge and spin): 21.9 kcal/mol
gap between HOMO and LUMO: 10.0663 eV
charge: 0

What is the charge in the fourth record? 0